No. 1
This record from OMol25 describes C36H34Cl2N5O2Pd as an isolated structure. The level of theory is ωB97M-V/def2-TZVPD.

Geometry as XYZ:
```
80
C36H34Cl2N5O2Pd ωB97M-V/def2-TZVPD
Pd 0.18 0.15 -1.61
Cl -5.74 -3.29 -2.72
C -4.07 -2.95 -2.59
C -3.63 -1.65 -2.78
C -2.29 -1.32 -2.57
N -1.78 -0.06 -2.61
C -2.51 1.09 -2.77
O -3.68 1.16 -3.10
C -1.74 2.34 -2.42
C -2.45 3.52 -2.24
C -1.78 4.67 -1.89
C -0.39 4.62 -1.80
C 0.25 3.41 -2.01
N -0.40 2.28 -2.28
C -1.35 -2.38 -2.21
C -1.82 -3.69 -2.08
C -3.16 -3.98 -2.25
Cl -3.75 -5.56 -2.00
N -0.08 -1.99 -2.05
C 1.04 -2.76 -2.14
O 1.10 -3.98 -2.11
C 2.26 -1.91 -2.36
C 3.54 -2.40 -2.13
C 4.64 -1.60 -2.41
C 4.42 -0.34 -2.95
C 3.11 0.08 -3.15
N 2.06 -0.67 -2.85
H -4.33 -0.88 -3.08
H -3.52 3.50 -2.37
H -2.31 5.59 -1.70
H 0.18 5.50 -1.55
H 1.33 3.35 -1.97
H -1.13 -4.47 -1.81
H 3.65 -3.40 -1.72
H 5.64 -1.94 -2.22
H 5.24 0.31 -3.21
H 2.89 1.05 -3.60
C -2.90 -0.30 4.84
C -2.77 -0.25 3.35
C -3.89 -0.34 2.52
C -3.76 -0.27 1.13
C -4.95 -0.38 0.23
C -2.50 -0.10 0.60
C -1.32 -0.01 1.39
C -1.51 -0.09 2.80
N -0.17 0.15 0.73
C 1.12 0.31 1.35
C 2.13 0.46 0.20
C 3.55 0.68 0.73
C 3.95 -0.54 1.55
C 2.97 -0.71 2.71
C 2.99 0.53 3.59
C 2.60 1.76 2.76
C 3.58 1.93 1.60
C 1.19 1.58 2.21
C 1.56 -0.93 2.16
H -3.94 -0.45 5.14
H -2.55 0.63 5.28
H -2.30 -1.12 5.24
H -4.86 -0.46 2.96
H -5.84 -0.02 0.73
H -5.11 -1.43 -0.02
H -4.80 0.17 -0.69
H -2.37 0.00 -0.46
H -0.68 -0.03 3.49
H 1.83 1.31 -0.45
H 2.12 -0.49 -0.36
H 4.23 0.79 -0.12
H 4.96 -0.42 1.94
H 3.94 -1.44 0.92
H 3.25 -1.58 3.30
H 3.99 0.67 4.01
H 2.30 0.42 4.43
H 2.63 2.65 3.40
H 4.59 2.09 1.99
H 3.30 2.80 1.01
H 0.92 2.44 1.59
H 0.48 1.55 3.04
H 0.88 -1.13 2.99
H 1.54 -1.80 1.50
```

Values from the calculation:
LUMO (alpha / beta)	-2.93 / -5.22	eV
net charge	+1
multiplicity	5
gap between HOMO and LUMO (alpha / beta)	0.2826 / 0.2225	Ha



No. 2
This record from OMol25 describes a 14-piece molecular cluster, H28O14 overall. The level of theory is ωB97M-V/def2-TZVPD.

Geometry as XYZ:
```
42
H28O14 ωB97M-V/def2-TZVPD
O 0.01 0.52 2.74
H -0.11 -0.36 2.94
H 0.86 0.76 3.10
O 2.14 1.10 -2.11
H 2.51 1.63 -1.41
H 1.66 1.72 -2.62
O -1.15 -2.05 2.29
H -1.71 -2.22 3.05
H -1.35 -2.77 1.73
O 3.18 2.37 0.20
H 2.25 2.34 0.36
H 3.44 3.20 0.58
O -2.72 0.38 -1.79
H -2.25 1.01 -1.28
H -2.35 0.56 -2.65
O -3.40 -1.93 0.17
H -2.69 -1.45 -0.16
H -4.06 -2.00 -0.54
O -0.57 2.54 -1.86
H -1.38 2.97 -2.07
H -0.56 1.90 -2.56
O 0.27 -0.40 -0.10
H 0.41 0.53 -0.04
H -0.18 -0.58 0.75
O 1.37 -2.66 3.10
H 0.41 -2.49 2.95
H 1.48 -3.22 3.89
O 0.51 2.12 0.48
H -0.10 1.86 1.17
H 0.04 2.35 -0.36
O -0.68 -0.19 -3.63
H -0.27 -0.46 -2.79
H 0.01 -0.26 -4.26
O -2.17 0.90 1.04
H -2.12 0.20 1.71
H -2.49 1.63 1.47
O 2.81 -1.58 0.93
H 2.18 -1.62 0.22
H 2.36 -2.14 1.57
O 1.56 -1.81 -2.10
H 1.12 -1.29 -1.43
H 1.73 -1.10 -2.69
```

Values from the calculation:
LUMO	-0.17	eV
gap between HOMO and LUMO	0.3492	Ha
energy above the lowest of the compared OMol25 structures with the same formula, charge and spin	154.7	kJ/mol



No. 3
This record from OMol25 describes a 2-piece molecular cluster, C10H16 overall. The level of theory is ωB97M-V/def2-TZVPD.

Geometry as XYZ:
```
26
C10H16 ωB97M-V/def2-TZVPD
C -2.64 -0.84 0.93
C -2.75 0.38 0.01
C -1.81 -0.59 2.16
H -3.68 -1.01 1.25
H -2.46 -1.75 0.37
H -1.74 0.70 -0.29
H -1.22 -1.42 2.56
H -3.21 1.21 0.52
H -3.27 0.15 -0.92
H -0.97 0.11 2.03
H -2.32 -0.19 3.02
C 0.67 1.81 -1.86
C 2.00 -0.36 0.87
C 1.27 0.64 0.25
C 2.88 -1.23 0.26
C 1.40 0.71 -1.16
C 2.92 -1.16 -1.13
C 2.26 -0.15 -1.81
H 1.82 -0.42 1.94
H 0.53 1.21 0.78
H 3.56 -1.89 0.79
H 3.31 -2.06 -1.60
H 0.91 2.81 -1.51
H -0.41 1.75 -1.66
H 2.19 -0.27 -2.88
H 0.74 1.82 -2.94
```

Values from the calculation:
LUMO	1.03	eV
gap between HOMO and LUMO	0.3684	Ha
SMILES	Cc1ccccc1.CCC
energy above the lowest of the compared OMol25 structures with the same formula, charge and spin	90.4	kJ/mol



No. 4
This record from OMol25 describes a single C4H5NO molecule. The level of theory is ωB97M-V/def2-TZVPD.

Geometry as XYZ:
```
11
C4H5NO ωB97M-V/def2-TZVPD
O -1.74 1.35 -0.57
C -1.66 0.15 -0.41
C -0.41 -0.56 0.05
C 0.72 0.43 0.39
C 2.05 -0.05 0.00
N 3.09 -0.42 -0.32
H -2.53 -0.51 -0.62
H -0.11 -1.25 -0.75
H -0.66 -1.19 0.91
H 0.73 0.66 1.46
H 0.52 1.38 -0.14
```

Values from the calculation:
LUMO	0.69	eV
gap between HOMO and LUMO	0.4145	Ha
SMILES	N#CCCC=O
energy above the lowest of the compared OMol25 structures with the same formula, charge and spin	62.1	kJ/mol



No. 5
This record from OMol25 describes C28H40AuBN8S2 as an isolated structure. The level of theory is ωB97M-V/def2-TZVPD.

Geometry as XYZ:
```
80
C28H40AuBN8S2 ωB97M-V/def2-TZVPD
Au 0.71 0.15 0.74
C -4.34 0.84 -1.09
C -3.15 1.24 -0.29
C -3.00 2.33 0.55
C -1.70 2.23 1.07
N -1.13 1.15 0.55
N -2.00 0.55 -0.27
B -1.65 -0.74 -1.03
N -0.45 -0.44 -1.96
N 0.51 0.44 -1.63
C 1.29 0.62 -2.69
C 0.82 -0.18 -3.74
C -0.28 -0.83 -3.24
C -1.14 -1.80 -3.96
C 2.32 1.71 -2.81
C 1.72 2.76 -3.76
C 3.62 1.20 -3.50
C 2.61 2.36 -1.46
N -1.34 -1.85 -0.01
N -0.71 -1.58 1.15
C -0.74 -2.67 1.92
C -1.41 -3.68 1.22
C -1.77 -3.12 0.01
C -2.51 -3.78 -1.09
C -0.28 -2.68 3.35
C -0.56 -4.05 3.98
C 1.22 -2.38 3.44
C -1.10 -1.61 4.09
C -1.07 3.19 2.04
C 0.38 2.85 2.38
C -1.90 3.18 3.33
C -1.10 4.59 1.42
H -5.15 1.55 -0.93
H -4.68 -0.15 -0.79
H -4.11 0.81 -2.15
H -3.74 3.08 0.76
H -2.58 -1.07 -1.68
H 1.22 -0.27 -4.73
H -0.96 -1.72 -5.03
H -2.19 -1.63 -3.76
H -0.90 -2.82 -3.66
H 1.61 2.35 -4.76
H 2.35 3.64 -3.81
H 0.74 3.06 -3.40
H 3.35 0.49 -4.28
H 5.32 1.17 -2.28
H 4.14 2.05 -3.96
H 1.70 2.81 -1.08
H 3.36 3.15 -1.57
H 2.96 1.63 -0.73
H -1.60 -4.68 1.55
H -2.92 -4.72 -0.72
H -1.84 -4.00 -1.92
H -3.32 -3.15 -1.45
H 0.01 -4.83 3.49
H -1.62 -4.28 3.92
H -0.29 -4.02 5.03
H 1.78 -3.01 2.76
H 1.58 -2.56 4.45
H 1.41 -1.34 3.19
H -2.15 -1.87 4.04
H -0.96 -0.64 3.62
H -0.80 -1.55 5.13
H 0.45 1.87 2.87
H 0.77 3.59 3.08
H 1.01 2.84 1.50
H -1.88 2.19 3.78
H -2.93 3.46 3.13
H -1.48 3.89 4.05
H -0.51 4.61 0.50
H -0.68 5.32 2.11
H -2.11 4.89 1.17
S 2.93 -0.48 1.10
C 3.19 -1.50 -0.26
S 1.98 -2.42 -0.90
C 4.52 -1.35 -0.93
C 5.68 -1.99 -0.50
N 6.65 -2.51 -0.17
C 4.28 -0.48 -1.88
N 4.56 0.57 -2.60
```

Values from the calculation:
LUMO (alpha / beta)	0.11 / -1.89	eV
multiplicity	3
gap between HOMO and LUMO (alpha / beta)	0.2659 / 0.2132	Ha
energy above the lowest of the compared OMol25 structures with the same formula, charge and spin	29.5	kJ/mol



No. 6
This record from OMol25 describes an isolated ion of composition C7H8N and charge +1. The level of theory is ωB97M-V/def2-TZVPD.

Geometry as XYZ:
```
16
C7H8N ωB97M-V/def2-TZVPD
C 2.33 -0.76 0.09
C 1.17 -1.33 -0.32
C 1.37 1.46 0.04
C 0.30 1.06 -0.65
C 1.97 0.41 0.69
C 0.04 -0.41 -0.44
C -1.15 -0.71 0.09
N -2.30 0.21 0.32
H 3.21 -1.34 0.26
H 0.83 -2.31 -0.29
H 1.67 2.43 0.06
H -0.29 1.61 -1.21
H -1.37 -1.81 0.28
H -2.76 0.19 1.22
H -3.03 0.07 -0.27
H -1.99 1.24 0.14
```

Values from the calculation:
LUMO (alpha / beta)	-4.65 / -4.09	eV
net charge	+1
gap between HOMO and LUMO (alpha / beta)	0.2686 / 0.2771	Ha
energy above the lowest of the compared OMol25 structures with the same formula, charge and spin	267.2	kJ/mol



No. 7
This record from OMol25 describes a single C4H5NOS2 molecule. The level of theory is ωB97M-V/def2-TZVPD.

Geometry as XYZ:
```
13
C4H5NOS2 ωB97M-V/def2-TZVPD
C -0.34 -0.99 -0.22
C 0.52 1.15 0.39
C 1.20 2.20 -0.23
C 0.63 -2.03 -0.15
H -2.78 0.59 0.45
H 0.37 0.89 1.62
H 0.95 2.16 -1.38
H 1.99 2.87 0.26
H 0.01 -2.98 -0.27
N -1.50 -1.50 0.15
O -0.31 0.33 -0.46
S -3.08 -0.85 -0.11
S 2.35 -1.85 -0.05
```

Values from the calculation:
LUMO	-1.73	eV
gap between HOMO and LUMO	0.2680	Ha
SMILES	C=CO/C(C=S)=N\S
energy above the lowest of the compared OMol25 structures with the same formula, charge and spin	504.5	kJ/mol



No. 8
This record from OMol25 describes C22H36IN6O5P2Ti as an isolated structure. The level of theory is ωB97M-V/def2-TZVPD.

Geometry as XYZ:
```
73
C22H36IN6O5P2Ti ωB97M-V/def2-TZVPD
Ti 0.94 0.73 0.77
C -1.77 4.35 0.56
C -1.78 3.71 1.92
N -2.52 4.24 2.87
C -2.53 3.67 4.08
C -1.82 2.54 4.40
C -1.90 1.96 5.79
O -0.63 1.86 6.42
C -1.02 1.95 3.40
C -0.25 0.75 3.67
N 0.45 0.21 2.76
C 1.27 -0.94 2.85
C 1.12 -2.01 3.72
C 2.00 -3.07 3.60
C 3.00 -3.06 2.63
C 3.13 -1.99 1.76
C 2.22 -0.94 1.83
I 3.50 1.42 1.51
C -1.00 2.55 2.13
O -0.28 2.09 1.11
H -2.38 5.25 0.59
H -2.18 3.67 -0.19
H -0.76 4.61 0.26
H -3.15 4.15 4.83
H -2.29 0.95 5.77
H -2.59 2.56 6.39
H -0.27 2.74 6.56
H -0.25 0.34 4.68
H 0.33 -2.02 4.47
H 1.92 -3.91 4.28
H 3.69 -3.89 2.57
H 3.94 -1.98 1.03
C -0.38 2.93 -2.94
N -0.50 1.47 -2.91
C -1.72 0.94 -3.51
P 0.83 0.63 -2.53
O 1.47 1.02 -1.24
O 0.31 -0.90 -2.47
P -0.29 -1.68 -1.19
O -0.27 -0.77 0.00
N 0.63 -3.02 -1.16
C 0.28 -4.08 -0.21
C 2.01 -3.09 -1.63
N -1.82 -2.13 -1.48
C -2.97 -1.48 -0.86
C -2.14 -3.10 -2.52
N 1.94 0.73 -3.71
C 3.36 0.50 -3.45
C 1.55 0.61 -5.11
H -0.26 3.29 -3.97
H 0.48 3.24 -2.36
H -1.27 3.37 -2.51
H -1.81 1.27 -4.56
H -2.59 1.31 -2.97
H -1.72 -0.14 -3.49
H -0.76 -3.99 0.11
H 0.92 -4.04 0.67
H 0.41 -5.05 -0.69
H 2.25 -2.24 -2.26
H 2.14 -4.01 -2.21
H 2.69 -3.10 -0.78
H -2.63 -0.77 -0.10
H -3.61 -2.23 -0.40
H -3.55 -0.94 -1.62
H -1.23 -3.55 -2.91
H -2.67 -2.62 -3.35
H -2.77 -3.89 -2.12
H 3.57 0.65 -2.39
H 3.95 1.20 -4.03
H 3.65 -0.52 -3.73
H 0.51 0.89 -5.24
H 1.69 -0.42 -5.48
H 2.16 1.28 -5.72
```

Values from the calculation:
LUMO (alpha / beta)	-2.72 / -4.02	eV
net charge	+1
multiplicity	3
gap between HOMO and LUMO (alpha / beta)	0.2712 / 0.2514	Ha



| no. | largest force on an atom (Eh/bohr) |
| --- | --- |
| 1 | 0.02103 |
| 2 | 0.06617 |
| 3 | 0.04516 |
| 4 | 0.02138 |
| 5 | 0.02981 |
| 6 | 0.10104 |
| 7 | 0.10525 |
| 8 | 0.00187 |